Density functional theory data (ωB97M-V with the def2-TZVPD basis set) for a cluster of 15 separate species, C52H90Cl14O22 in total.

Last column: Löwdin charge in e.
Geometry (Å):
Cl 0.0032 3.4581 -4.0417  0.651
C 1.4879 3.4186 -3.0764  -0.648
C 2.3703 4.6028 -3.4392  -0.616
Cl 3.1836 4.3229 -5.0627  0.518
H 2.1173 2.5981 -3.4210  0.052
H 1.1757 3.3833 -2.0327  0.060
H 3.1124 4.7145 -2.6486  0.073
H 1.7327 5.4867 -3.4202  0.067
Cl -1.7284 -6.4334 -1.2879  0.617
C -2.1341 -6.8557 0.3925  -0.641
C -2.0617 -5.7116 1.3446  -0.589
Cl -0.3916 -4.9993 1.4629  0.602
H -1.4717 -7.6728 0.6783  0.075
H -3.0800 -7.3965 0.3631  0.081
H -2.3678 -6.1185 2.3084  0.060
H -2.7433 -4.9426 0.9812  0.059
Cl -3.4822 -6.0686 -4.3574  0.525
C -3.1213 -4.4130 -3.7461  -0.737
C -1.9658 -3.8475 -4.4927  -0.661
Cl -2.4437 -3.8092 -6.2175  0.563
H -2.8380 -4.2008 -2.7151  0.014
H -3.9866 -3.8297 -4.0608  0.041
H -1.1359 -4.5429 -4.3668  0.051
H -1.6438 -2.8636 -4.1514  0.062
Cl 4.8611 -2.0970 0.7313  0.545
C 3.6004 -3.4755 0.9792  -0.553
C 3.5245 -3.9404 2.4696  -0.646
Cl 2.7523 -2.7022 3.4288  0.630
H 4.0091 -4.1938 0.2684  0.037
H 2.6049 -3.3311 0.5594  0.036
H 4.5419 -4.1411 2.8055  0.069
H 2.9760 -4.8725 2.6059  0.068
Cl 4.6744 -0.7231 -4.0817  0.511
C 5.7773 -1.7047 -5.1547  -0.608
C 5.1893 -3.0745 -5.5263  -0.681
Cl 6.2951 -4.0317 -6.5100  0.569
H 6.7097 -1.7720 -4.5942  0.063
H 5.9320 -1.0858 -6.0385  0.065
H 4.2888 -2.9814 -6.1333  0.066
H 4.9616 -3.6363 -4.6204  0.057
Cl -6.2211 -0.3834 0.5712  0.538
C -5.4634 -2.0163 0.4592  -0.622
C -4.0905 -1.8648 -0.1079  -0.716
Cl -4.0205 -1.8951 -1.8261  0.669
H -6.1182 -2.7529 -0.0064  0.081
H -5.4038 -2.2144 1.5294  0.059
H -3.4979 -2.7449 0.1416  0.052
H -3.5892 -0.9726 0.2672  0.066
Cl 0.7974 -2.1512 -1.3666  0.679
C 1.5034 -0.6659 -0.6573  -0.633
C 0.4258 -0.0490 0.1417  -0.689
Cl 0.9634 1.4537 0.8800  0.688
H 1.7984 0.0233 -1.4485  0.073
H 2.3809 -0.8775 -0.0463  0.038
H -0.0146 -0.7781 0.8219  0.067
H -0.3358 0.1829 -0.6028  0.057
C 4.5999 1.4727 0.4873  -0.083
O 5.8107 1.7926 -0.2823  -0.202
C 6.4629 0.6280 -0.8513  -0.202
C 7.6591 1.0516 -1.7335  -0.179
O 8.9282 0.8631 -1.0334  -0.178
C 10.0249 1.1860 -1.9477  -0.105
H 3.8772 1.0105 -0.1850  0.052
H 4.2781 2.4077 0.9459  0.066
H 4.9074 0.8372 1.3178  0.070
H 5.7187 0.0352 -1.3831  0.064
H 6.8305 -0.1014 -0.1295  0.096
H 7.5213 2.0695 -2.0980  0.118
H 7.7724 0.6423 -2.7373  0.100
H 10.0717 2.2153 -2.3034  0.079
H 9.9920 0.6314 -2.8855  0.074
H 10.9847 0.9828 -1.4727  0.082
C -3.7655 -5.2517 4.8643  -0.035
O -2.5606 -5.9970 4.4687  -0.232
C -1.3700 -5.6947 5.1689  -0.177
C -0.8017 -4.2159 4.9641  -0.144
O -1.6996 -3.1118 5.2814  -0.246
C -1.7182 -2.8146 6.6658  -0.096
H -3.6604 -4.4342 4.1510  0.086
H -3.7717 -5.0111 5.9274  0.086
H -4.6289 -5.8902 4.6775  0.087
H -0.5096 -6.2845 4.8529  0.119
H -1.4553 -5.9516 6.2248  0.115
H -0.4528 -4.0578 3.9436  0.054
H 0.0850 -3.9594 5.5437  0.113
H -2.2553 -3.4876 7.3341  0.090
H -2.1970 -1.8431 6.7886  0.080
H -0.7175 -2.5486 7.0063  0.095
C -3.8551 3.1295 2.7023  -0.083
O -3.1556 4.3481 2.8747  -0.235
C -3.7669 5.2166 3.8798  -0.145
C -4.5948 6.3343 3.2470  -0.146
O -3.8124 6.9705 2.1766  -0.215
C -2.8649 7.9240 2.6547  -0.102
H -3.4109 2.4472 1.9776  0.094
H -4.8828 3.3590 2.4206  0.079
H -3.9180 2.4387 3.5431  0.087
H -3.0490 5.6891 4.5501  0.124
H -4.4873 4.6195 4.4388  0.124
H -4.8689 6.9441 4.1078  0.124
H -5.4792 6.0030 2.7027  0.126
H -2.1797 8.3461 1.9195  0.088
H -2.1349 7.4314 3.2970  0.078
H -3.3673 8.7637 3.1349  0.091
C 3.2568 -7.0078 -0.7248  -0.122
O 2.2869 -6.0291 -0.4650  -0.217
C 1.6100 -5.4511 -1.6206  -0.227
C 2.5035 -4.6741 -2.5589  -0.221
O 2.8547 -5.5566 -3.6008  -0.214
C 1.9409 -5.7307 -4.6382  -0.104
H 2.9832 -7.9049 -1.2801  0.088
H 3.6206 -7.3974 0.2260  0.086
H 4.0983 -6.6151 -1.2955  0.084
H 0.8248 -4.7795 -1.2733  0.029
H 0.9778 -6.1886 -2.1151  0.086
H 3.3414 -4.2039 -2.0442  0.124
H 1.9048 -3.9096 -3.0540  0.077
H 2.3091 -6.6716 -5.0473  0.101
H 1.8391 -4.9070 -5.3448  0.093
H 0.9667 -6.0049 -4.2333  0.071
C -2.1449 2.7969 -1.2260  -0.083
O -3.4004 3.3537 -0.7685  -0.202
C -3.5058 4.7105 -1.1293  -0.188
C -4.6356 5.3273 -0.2494  -0.163
O -5.9763 5.1106 -0.7367  -0.191
C -6.4075 3.7501 -0.6164  -0.092
H -2.3985 1.7565 -1.0222  0.084
H -1.2632 3.0585 -0.6410  0.063
H -1.9978 2.9963 -2.2874  0.031
H -3.8885 4.8162 -2.1444  0.119
H -2.5817 5.2622 -0.9571  0.112
H -4.5045 6.3907 -0.0497  0.119
H -4.6150 4.8356 0.7232  0.083
H -7.4794 3.8413 -0.7922  0.088
H -6.2175 3.4372 0.4103  0.073
H -5.9865 3.0706 -1.3574  0.074
C -3.1177 0.9804 -4.6453  0.064
C -3.6049 2.2374 -4.6348  -0.182
C -3.0986 3.2869 -5.5550  -0.273
O -3.4840 4.4976 -5.5901  0.078
C -2.0485 2.7035 -6.4947  0.058
C -1.7450 1.3687 -6.4776  -0.205
C -2.2263 0.3813 -5.5718  -0.331
O -1.9779 -0.8305 -5.6892  0.069
O -0.6717 0.9024 -7.2798  0.065
O -4.6377 2.6524 -3.7635  0.068
H -3.4861 0.4316 -3.7912  0.113
H -1.4794 3.3347 -7.1611  0.130
H -0.6169 -0.0440 -7.1282  0.089
H -5.0056 3.4454 -4.1603  0.101
C 1.6766 4.3926 2.8145  0.078
C 2.5222 5.0769 2.0336  -0.234
C 2.2340 6.1368 1.0304  -0.324
O 3.0737 6.7765 0.4616  0.132
C 0.7352 6.2746 0.8627  0.078
C -0.2116 5.6387 1.5665  -0.195
C 0.1802 4.7475 2.7320  -0.286
O -0.5477 4.1881 3.5017  0.130
O -1.5539 5.7266 1.2872  0.063
O 3.8423 4.7244 2.0885  0.063
H 2.0885 3.7118 3.5447  0.113
H 0.3767 6.9569 0.1062  0.125
H -2.0769 5.2976 1.9685  0.049
H 4.3853 5.0850 1.3838  0.109
C 0.7660 -0.0617 3.7849  -0.008
C -0.4813 -0.2849 4.1718  -0.238
C -1.0549 0.5096 5.3265  -0.275
O -2.2684 0.5077 5.6204  0.083
C -0.0234 1.3145 6.0402  0.087
C 1.2821 1.4967 5.6617  -0.198
C 1.7060 0.8896 4.3615  -0.329
O 2.8337 1.1287 3.9344  0.088
O 2.2664 2.1740 6.3469  0.091
O -1.3686 -1.0227 3.4819  0.077
H 1.0755 -0.5667 2.8817  0.069
H -0.3504 1.7923 6.9520  0.125
H 2.9787 2.3073 5.7173  0.097
H -1.7344 -1.6938 4.0628  0.075

Cartesian forces (eV/Å) of the 6 atoms listed first:
-0.220 -0.193 -0.288
0.921 0.125 -0.877
-0.471 0.098 0.435
-0.627 0.431 1.234
-0.625 -0.697 0.537
0.384 -0.002 -0.035

Properties
2S+1 = 1
Molar mass = 1563.612 g mol⁻¹
Kohn-Sham gap = 7.1 eV
HOMO = -9.3 eV